No. 1
A structure of composition CuFZn2, computed with ωB97M-V with the def2-TZVPD basis set.

Geometry (Å):
1 Cu -1.788 -0.013 -1.497
2 Zn 0.392 -2.182 0.858
3 Zn 1.497 1.595 0.669
4 F -0.101 0.600 -0.031

## Properties
* spin multiplicity: 3
* maximum force: 1.440 eV/A
* gap between HOMO and LUMO (spin up / spin down): 5.8 / 7.7 eV
* net charge: +4
* lowest unoccupied orbital energy (spin up / spin down): -0.802 / -0.942 Eh
* HOMO (spin up / spin down): -27.58 / -33.32 eV

Partial charges, Löwdin, in e:
1 Cu 1.653
2 Zn 1.225
3 Zn 1.615
4 F -0.493

=====

No. 2
An isolated molecule of CH2O3P2, computed with ωB97M-V with the def2-TZVPD basis set.

Geometry (Å):
1 C 0.950 0.176 -0.021
2 O -1.013 0.887 0.822
3 O -1.149 -1.927 0.740
4 O -1.116 -0.056 -1.370
5 P -0.302 1.387 -0.433
6 P -0.600 -0.700 0.170
7 H 1.636 -0.092 -0.839
8 H 1.594 0.324 0.931

## Properties
* ΔE to the lowest compared entry with this formula, charge and spin: 32.02 kJ/mol
* maximum force: 4.887 eV/A
* gap between HOMO and LUMO: 11.4 eV
* net charge: 0
* lowest unoccupied orbital energy: 0.014 Eh
* HOMO: -11.01 eV

Partial charges, Löwdin, in e:
1 C -0.378
2 O -0.454
3 O -0.266
4 O -0.424
5 P 0.812
6 P 0.547
7 H 0.059
8 H 0.104

=====

No. 3
A structure of composition C44H58KNO5S2Se, computed with ωB97M-V with the def2-TZVPD basis set.

Geometry (Å):
1 K -0.659 -2.442 -0.346
2 C 3.012 4.043 -4.050
3 C 3.947 2.858 -3.812
4 C 4.754 2.616 -5.094
5 C 4.901 3.218 -2.663
6 C 3.182 1.592 -3.434
7 C 1.814 1.577 -3.220
8 C 1.144 0.420 -2.834
9 Se -0.729 0.674 -2.368
10 C -0.404 1.683 -0.765
11 C -0.238 3.064 -0.906
12 C 0.085 3.860 0.169
13 C 0.240 3.208 1.406
14 C 0.059 1.858 1.604
15 C -0.301 1.016 0.484
16 O -0.539 -0.237 0.618
17 C 0.223 1.229 2.990
18 C 0.628 2.252 4.054
19 C 1.317 0.150 2.953
20 C -1.109 0.605 3.431
21 C 0.269 5.373 0.084
22 C -0.732 6.071 1.017
23 C 1.697 5.747 0.509
24 C 0.042 5.900 -1.332
25 C 1.875 -0.757 -2.719
26 O 1.217 -1.954 -2.384
27 C 3.260 -0.802 -2.903
28 C 3.871 0.398 -3.252
29 C 4.183 -2.027 -2.747
30 C 5.275 -1.683 -1.718
31 C 4.835 -2.323 -4.106
32 C 3.524 -3.324 -2.261
33 H 3.598 4.916 -4.343
34 H 2.457 4.304 -3.148
35 H 2.295 3.837 -4.847
36 H 5.293 3.524 -5.373
37 H 4.094 2.341 -5.920
38 H 5.488 1.819 -4.969
39 H 5.455 4.129 -2.903
40 H 5.625 2.422 -2.480
41 H 4.343 3.386 -1.740
42 H 1.231 2.479 -3.326
43 H -0.374 3.493 -1.891
44 H 0.503 3.820 2.259
45 H 1.587 2.722 3.823
46 H 0.730 1.744 5.015
47 H -0.123 3.037 4.171
48 H 2.275 0.592 2.670
49 H 1.065 -0.627 2.236
50 H 1.431 -0.300 3.944
51 H -1.870 1.382 3.548
52 H -0.995 0.096 4.394
53 H -1.450 -0.112 2.689
54 H -0.585 5.768 2.055
55 H -1.756 5.818 0.736
56 H -0.616 7.156 0.964
57 H 1.900 5.446 1.537
58 H 1.847 6.828 0.439
59 H 2.428 5.255 -0.135
60 H -0.971 5.689 -1.682
61 H 0.747 5.459 -2.039
62 H 0.184 6.982 -1.350
63 H 4.942 0.397 -3.401
64 H 5.891 -0.839 -2.028
65 H 5.935 -2.543 -1.584
66 H 4.830 -1.439 -0.752
67 H 5.399 -1.470 -4.481
68 H 4.077 -2.578 -4.849
69 H 5.521 -3.168 -4.014
70 H 3.028 -3.194 -1.300
71 H 4.310 -4.071 -2.132
72 H 2.804 -3.720 -2.975
73 O -3.479 -4.621 -1.232
74 S -4.872 -3.894 -1.760
75 C -3.607 -5.489 -0.093
76 C -4.176 -4.793 1.131
77 C -3.985 -5.563 2.439
78 C -2.544 -5.859 2.851
79 S -1.388 -4.454 2.911
80 O -1.320 -3.954 1.507
81 C -2.388 -3.301 3.843
82 C -2.871 -2.148 3.250
83 C -3.615 -1.261 4.016
84 C -3.861 -1.528 5.354
85 C -3.350 -2.680 5.943
86 C -2.599 -3.567 5.190
87 C -4.826 -2.376 -0.848
88 C -3.746 -1.507 -0.994
89 C -3.706 -0.321 -0.277
90 C -4.770 0.019 0.553
91 C -5.862 -0.828 0.670
92 C -5.886 -2.036 -0.017
93 H -2.583 -5.812 0.089
94 H -4.206 -6.364 -0.366
95 H -5.244 -4.619 0.988
96 H -3.706 -3.816 1.209
97 H -4.509 -6.523 2.393
98 H -4.465 -4.995 3.239
99 H -2.038 -6.532 2.155
100 H -2.504 -6.330 3.835
101 H -2.649 -1.930 2.212
102 H -3.988 -0.353 3.560
103 H -4.436 -0.830 5.947
104 H -3.525 -2.878 6.992
105 H -2.176 -4.454 5.649
106 H -2.957 -1.762 -1.694
107 H -2.846 0.330 -0.355
108 H -4.740 0.951 1.102
109 H -6.694 -0.561 1.310
110 H -6.718 -2.719 0.101
111 O -0.505 -3.097 -2.805
112 N 0.121 -2.191 -3.216

## Properties
* ΔE to the lowest compared entry with this formula, charge and spin: 19.82 kJ/mol
* maximum force: 0.544 eV/A
* gap between HOMO and LUMO: 6.3 eV
* net charge: 0
* lowest unoccupied orbital energy: -0.007 Eh
* HOMO: -6.50 eV

Atomic partial charges in e from the Löwdin method, atoms 1 to 99:
1 K 0.808
2 C -0.059
3 C -0.551
4 C -0.045
5 C -0.037
6 C -0.147
7 C -0.050
8 C -0.372
9 Se 1.123
10 C -0.420
11 C -0.094
12 C -0.189
13 C 0.012
14 C -0.083
15 C -0.425
16 O -0.287
17 C -0.528
18 C -0.075
19 C -0.040
20 C -0.049
21 C -0.560
22 C -0.051
23 C -0.047
24 C -0.066
25 C -0.199
26 O -0.123
27 C -0.075
28 C 0.013
29 C -0.523
30 C -0.043
31 C -0.040
32 C -0.055
33 H 0.088
34 H 0.067
35 H 0.094
36 H 0.085
37 H 0.092
38 H 0.075
39 H 0.086
40 H 0.079
41 H 0.089
42 H 0.085
43 H 0.084
44 H 0.090
45 H 0.085
46 H 0.083
47 H 0.083
48 H 0.088
49 H 0.067
50 H 0.081
51 H 0.093
52 H 0.088
53 H 0.050
54 H 0.075
55 H 0.089
56 H 0.081
57 H 0.077
58 H 0.082
59 H 0.079
60 H 0.088
61 H 0.064
62 H 0.084
63 H 0.102
64 H 0.075
65 H 0.086
66 H 0.096
67 H 0.078
68 H 0.093
69 H 0.087
70 H 0.086
71 H 0.087
72 H 0.084
73 O -0.514
74 S 1.004
75 C -0.262
76 C -0.203
77 C -0.204
78 C -0.318
79 S 1.011
80 O -0.644
81 C -0.382
82 C -0.075
83 C -0.073
84 C -0.066
85 C -0.072
86 C -0.090
87 C -0.517
88 C -0.107
89 C -0.062
90 C -0.073
91 C -0.077
92 C -0.113
93 H 0.110
94 H 0.124
95 H 0.104
96 H 0.085
97 H 0.120
98 H 0.111
99 H 0.087

=====

The highest net charge belongs to which entry?
CuFZn2

=====

The highest net charge belongs to which entry?
CuFZn2

=====

What did the first record say?
A structure of composition CuFZn2, computed with ωB97M-V with the def2-TZVPD basis set.

Geometry (Å):
1 Cu -1.788 -0.013 -1.497
2 Zn 0.392 -2.182 0.858
3 Zn 1.497 1.595 0.669
4 F -0.101 0.600 -0.031

## Properties
* spin multiplicity: 3
* maximum force: 1.440 eV/A
* gap between HOMO and LUMO (spin up / spin down): 5.8 / 7.7 eV
* net charge: +4
* lowest unoccupied orbital energy (spin up / spin down): -0.802 / -0.942 Eh
* HOMO (spin up / spin down): -27.58 / -33.32 eV

Partial charges, Löwdin, in e:
1 Cu 1.653
2 Zn 1.225
3 Zn 1.615
4 F -0.493

=====

The highest net charge belongs to which entry?
CuFZn2